A cluster of 8 separate species, C59H74BFN11O21P3 in total at a distorted geometry, computed with ωB97M-V/def2-TZVPD.

Molar mass: 1396.0 g/mol
Structure (SMILES): [H]/N=C(/C)C[C@](CCCN)(CCOC=O)O[C@H](P(C)O)C(O[C@](F)(COC)B(C)O)([PH2]=N)[PH2]=N.O=[N+]([O-])c1ccccc1.O=[N+]([O-])c1ccccc1.O=[N+]([O-])c1ccccc1.O=[N+]([O-])c1ccccc1.O=[N+]([O-])c1ccccc1.O=[N+]([O-])c1ccccc1.O=[N+]([O-])c1ccccc1
Calculated total energy: -153003.8452 eV
Multiplicity: 1

The geometry in XYZ format:
```
170
Properties=species:S:1:pos:R:3:lowdin_charge:R:1
H -2.37494 1.10277 3.51422 0.0382
N -1.44067 1.54386 3.50878 0.1095
C -1.54549 2.68894 2.84348 -0.3189
C -0.17267 3.54487 2.78765 -0.0428
C -2.88198 3.24962 2.18667 -0.0657
C -3.24479 2.51388 0.74866 -0.3920
C -3.99862 3.66917 -0.02030 -0.1356
C -4.68679 3.39929 -1.41775 -0.1985
C -6.00666 4.33867 -1.55975 -0.2725
N -6.66231 4.08335 -2.88062 -0.0268
C -4.08668 1.24045 1.23547 -0.0889
C -5.55786 1.05035 0.69142 -0.1773
O -6.49355 2.13791 1.06098 -0.1104
C -7.73375 1.44527 1.29004 -0.2543
O -8.67110 1.59942 0.48030 0.0506
O -1.93601 2.12651 0.29495 -0.1876
C -1.79097 1.87117 -1.10589 -0.4685
P -2.82568 0.47448 -1.82873 0.9467
C -3.22190 1.06329 -3.62169 -0.2808
O -1.95587 -1.03769 -1.90331 -0.3707
C -0.15341 1.76425 -1.32669 -0.5459
O 0.23491 3.09210 -0.91646 -0.1093
C 1.57021 3.50617 -0.93954 -0.3396
F 2.31705 3.45676 -2.16643 -0.0030
C 2.56142 2.94867 0.21585 -0.1253
O 3.32474 1.78100 -0.18589 -0.2143
C 4.68249 2.23549 -0.42643 -0.1050
B 1.52493 5.14184 -0.61992 -0.2963
C 2.82506 6.09821 -0.94279 -0.0258
O 0.36137 5.81819 -0.10177 0.0610
P 0.32272 0.37023 -0.06593 0.8059
N 1.28618 -0.74983 -0.67927 -0.3054
P 0.18548 1.30288 -3.13624 0.7689
N 1.71188 0.84157 -3.44247 -0.3217
H 0.68865 2.81667 2.98301 0.0672
H -0.07240 4.13085 1.81909 0.0645
H -0.21861 4.21961 3.72404 0.0930
H -2.69269 4.36561 1.95385 0.1203
H -3.79580 3.23546 2.88138 0.1315
H -4.80079 4.09693 0.69441 0.1309
H -3.25031 4.54084 -0.15703 0.1356
H -3.97644 3.78115 -2.24692 0.1089
H -4.93364 2.32560 -1.69004 0.0689
H -6.69313 4.22125 -0.65542 0.1067
H -5.60280 5.42065 -1.53135 0.1210
H -6.82928 5.00980 -3.30308 0.0635
H -7.54721 3.60002 -2.67468 0.0667
H -4.15343 1.14963 2.38557 0.1127
H -3.48631 0.30417 0.92128 0.1149
H -5.98866 0.11694 1.23116 0.1246
H -5.63943 0.77731 -0.42752 0.1184
H -7.83670 0.73533 2.19101 0.1490
H -2.04513 2.81656 -1.72784 0.1247
H -4.35136 1.29680 -3.65816 0.0430
H -2.95542 0.24402 -4.36448 0.0495
H -2.69880 2.05815 -3.86768 0.0345
H -2.52132 -1.74601 -1.47200 0.0250
H 2.02313 2.78971 1.22077 0.1080
H 3.33927 3.77716 0.43082 0.1261
H 5.30206 2.37982 0.53344 0.1117
H 5.19914 1.38723 -1.02991 0.0784
H 4.74288 3.15894 -1.11405 0.1068
H 3.29015 6.54952 -0.00694 0.0776
H 2.41750 6.93121 -1.63421 0.0847
H 3.61446 5.55199 -1.57627 0.0696
H -0.29215 5.80376 -0.84262 0.1170
H -0.88465 -0.32408 0.34541 0.0229
H 0.84570 0.97259 1.12036 0.0157
H 2.13778 -0.76281 -0.08162 -0.0293
H -0.00376 2.52804 -3.89953 0.0199
H -0.61690 0.23777 -3.64914 0.0072
H 2.22157 0.84164 -2.54746 -0.0654
O 1.72883 -2.59959 9.18204 0.0675
N 0.70159 -1.99912 9.46237 -0.3503
O 0.08532 -2.13562 10.50931 0.0650
C 0.17099 -1.05609 8.47546 -0.1492
C 0.82367 -0.89902 7.25374 -0.0021
C 0.30234 -0.02016 6.31034 -0.0605
C -0.85681 0.69572 6.59118 -0.0741
C -1.49780 0.54229 7.81656 -0.0738
C -0.98613 -0.33636 8.76517 -0.0049
H 1.72767 -1.45133 7.02310 0.1174
H 0.79786 0.10514 5.35339 0.1045
H -1.26367 1.37610 5.85026 0.0716
H -2.39991 1.10554 8.03030 0.1027
H -1.49692 -0.44968 9.71488 0.1170
O 6.35868 -0.42960 -2.50526 0.0891
N 7.10150 0.52447 -2.33201 -0.3321
O 7.16045 1.17403 -1.29548 0.0313
C 7.97511 0.92023 -3.43825 -0.1364
C 7.90923 0.22867 -4.64567 -0.0111
C 8.72326 0.62181 -5.70169 -0.0621
C 9.59662 1.69409 -5.54651 -0.0617
C 9.66521 2.37492 -4.33384 -0.0593
C 8.85287 1.99016 -3.27346 0.0065
H 7.23312 -0.60837 -4.77994 0.1075
H 8.67498 0.09385 -6.64804 0.1119
H 10.22696 2.00205 -6.37534 0.1069
H 10.34980 3.20811 -4.21748 0.0679
H 8.91325 2.53024 -2.33504 0.1179
O 9.48190 -2.53507 -4.48634 0.0711
N 8.48374 -3.23402 -4.57967 -0.3381
O 7.66640 -3.15300 -5.48496 0.0697
C 8.24790 -4.23136 -3.53397 -0.1412
C 9.13623 -4.32961 -2.46513 -0.0010
C 8.89515 -5.26181 -1.46205 -0.0682
C 7.77815 -6.08880 -1.53294 -0.0732
C 6.90044 -5.99245 -2.60853 -0.0643
C 7.13210 -5.06118 -3.61483 0.0037
H 10.00981 -3.69099 -2.39837 0.1184
H 9.57681 -5.34216 -0.62199 0.1073
H 7.59001 -6.81167 -0.74498 0.1069
H 6.03291 -6.64147 -2.66007 0.1088
H 6.43904 -4.99357 -4.44594 0.1209
O -5.38948 -1.35651 -2.43457 0.0716
N -5.00181 -2.17622 -1.61755 -0.3036
O -4.09210 -1.97877 -0.81535 -0.0202
C -5.66037 -3.48194 -1.59462 -0.1402
C -6.67151 -3.75777 -2.51317 0.0005
C -7.27786 -5.00885 -2.50276 -0.0492
C -6.87765 -5.97037 -1.57873 -0.0650
C -5.87458 -5.68509 -0.65772 -0.0468
C -5.26035 -4.43804 -0.66197 0.0108
H -6.99206 -3.01751 -3.23773 0.1191
H -8.06159 -5.23675 -3.21745 0.1101
H -7.34632 -6.94037 -1.57892 0.0697
H -5.56953 -6.43756 0.06096 0.1080
H -4.47761 -4.22911 0.05894 0.1215
O -4.52680 -0.88492 7.11302 0.0771
N -5.25267 -0.57111 6.18236 -0.3413
O -4.96582 -0.71381 5.00200 0.0643
C -6.55348 0.02175 6.50160 -0.1422
C -6.90327 0.23591 7.83301 0.0017
C -8.12944 0.82112 8.13015 -0.0634
C -8.99617 1.18299 7.10341 -0.0699
C -8.64495 0.95681 5.77588 -0.0652
C -7.41968 0.37474 5.46959 -0.0050
H -6.23679 -0.04149 8.64195 0.1206
H -8.40888 0.99835 9.16321 0.1100
H -9.95016 1.64469 7.33890 0.1091
H -9.32586 1.23827 4.97950 0.1075
H -7.15592 0.20648 4.43147 0.0978
O 11.76600 5.51339 -5.30946 0.0829
N 11.95789 5.32323 -4.11807 -0.3360
O 11.09858 4.95356 -3.33005 0.0531
C 13.30630 5.55795 -3.59748 -0.1412
C 14.30432 6.01517 -4.45561 -0.0004
C 15.57710 6.25946 -3.95184 -0.0664
C 15.84652 6.04322 -2.60373 -0.0721
C 14.84784 5.57662 -1.75418 -0.0654
C 13.57130 5.33225 -2.24858 0.0009
H 14.10704 6.18758 -5.50767 0.1197
H 16.35973 6.62183 -4.60982 0.1088
H 16.84004 6.24037 -2.21278 0.1079
H 15.06426 5.40705 -0.70491 0.1091
H 12.80100 4.97189 -1.57587 0.1203
O -6.44849 -9.06294 -0.81521 0.0862
N -7.59494 -8.87305 -0.43586 -0.3354
O -7.98972 -7.83241 0.07445 0.0494
C -8.55833 -9.96336 -0.59901 -0.1385
C -8.13824 -11.17604 -1.14202 0.0020
C -9.05104 -12.21663 -1.27296 -0.0631
C -10.37093 -12.04118 -0.86803 -0.0686
C -10.78643 -10.82404 -0.33602 -0.0638
C -9.87997 -9.77865 -0.19865 0.0011
H -7.11282 -11.32529 -1.46111 0.1207
H -8.73311 -13.16695 -1.68828 0.1103
H -11.07950 -12.85782 -0.96666 0.1094
H -11.81707 -10.69206 -0.02480 0.1098
H -10.21525 -8.83635 0.22024 0.1200
```